No. 1
206
Properties=species:S:1:pos:R:3:mulliken_charge:R:1 method="wB97M-V/def2-TZVPD" total_charge=+6 homo_energy_ha=-0.7193
C -2.03629 -8.95647 2.74332 -1.698
C -1.40920 -10.04712 1.69672 -0.825
N -0.19924 -9.65702 0.79774 1.616
C 0.05475 -10.99159 0.02400 0.063
C -0.55340 -8.45258 -0.12260 -1.059
C -1.86925 -8.60377 -0.98239 -1.015
C 0.98744 -9.34549 1.79659 -0.884
C 2.27136 -8.60868 1.19243 -1.597
O 2.96219 -9.38137 0.27474 0.914
C 4.11076 -8.72229 -0.25980 -1.231
H -1.34785 -8.80612 3.57491 0.422
H -3.01813 -9.22334 3.13432 0.710
H -2.26354 -8.02860 2.21843 0.485
H -2.18779 -10.44217 1.04416 0.295
H -1.10846 -10.87155 2.34322 -0.237
H 0.51724 -10.81309 -0.94674 -1.269
H -0.82034 -11.51134 -0.36608 2.113
H 0.61203 -11.62202 0.71689 -0.159
H 0.30436 -8.28400 -0.77370 0.000
H -0.50638 -7.56472 0.50795 0.747
H -2.12064 -7.77935 -1.64965 0.695
H -2.73281 -8.68703 -0.32252 0.138
H -1.69632 -9.47151 -1.61896 0.039
H 1.19787 -10.25411 2.36069 -0.490
H 0.52123 -8.65524 2.49966 1.041
H 2.81050 -8.48147 2.13118 0.437
H 2.15205 -7.58137 0.84819 0.968
H 3.91531 -7.74907 -0.71008 0.391
H 4.58015 -9.38272 -0.98891 0.236
H 4.85756 -8.67472 0.53275 0.438
C 6.24711 -12.62735 3.63356 -1.152
C 5.61995 -12.05806 2.35734 -0.372
N 4.21492 -11.34883 2.60701 0.630
C 3.40459 -12.31078 3.53919 -1.864
C 4.33435 -9.89009 3.16743 -0.305
C 3.07955 -9.47906 4.03050 -1.294
C 3.41408 -11.17107 1.30151 -0.148
C 2.77030 -12.45473 0.77877 -1.426
O 1.47071 -12.45243 1.18027 1.421
C 0.76929 -13.73994 0.97802 -1.516
H 6.38954 -11.96194 4.48506 0.329
H 7.25141 -12.92736 3.33443 0.467
H 5.69563 -13.47572 4.03881 0.298
H 5.41603 -12.87964 1.67067 0.370
H 6.26125 -11.34285 1.84226 0.466
H 3.82919 -12.30776 4.54309 0.927
H 3.48894 -13.29811 3.08514 0.744
H 2.38128 -11.95889 3.66998 -1.212
H 4.36812 -9.17538 2.34515 -0.017
H 5.17004 -9.89760 3.86720 0.883
H 2.10373 -9.57637 3.55466 0.184
H 3.27061 -8.44276 4.30922 0.503
H 3.00441 -10.09159 4.92898 0.371
H 4.08144 -10.65896 0.60834 0.589
H 2.66677 -10.40166 1.49551 -0.764
H 3.35914 -13.36073 0.92203 0.732
H 2.80225 -12.31033 -0.30115 0.308
H 1.30727 -14.42394 1.63439 0.751
H 0.77798 -14.04677 -0.06786 0.411
H -0.27015 -13.67232 1.29909 -0.235
C 1.59213 -19.75290 -3.35538 -1.235
C 0.71173 -18.45964 -3.39446 0.011
N -0.61960 -18.56869 -2.57586 -0.302
C -1.30115 -19.99899 -2.85000 -1.004
C -0.30187 -18.55847 -1.06141 -0.545
C -1.44931 -18.36662 -0.11532 -0.896
C -1.56021 -17.43371 -3.13164 -1.463
C -0.91760 -16.00178 -3.13572 0.049
O -0.18484 -15.53925 -2.02793 -0.355
C -0.86306 -14.86616 -1.04526 0.570
H 2.57501 -19.59694 -3.80004 0.391
H 1.11363 -20.62173 -3.80734 0.399
H 1.76416 -20.07299 -2.32774 0.354
H 0.32067 -18.28266 -4.39638 0.361
H 1.23317 -17.60161 -2.97020 0.142
H -1.36598 -20.24073 -3.91088 0.363
H -2.23050 -19.89683 -2.28967 0.418
H -0.56901 -20.64155 -2.36094 0.517
H 0.33720 -17.68818 -0.91215 0.396
H 0.36080 -19.40781 -0.89527 0.821
H -1.17207 -19.02889 0.70482 0.422
H -2.39527 -18.70165 -0.54077 0.364
H -1.55901 -17.37998 0.33479 -0.149
H -2.40801 -17.50168 -2.44994 0.481
H -1.92273 -17.78152 -4.09896 0.508
H -1.68189 -15.24887 -3.32828 0.366
H -0.35337 -15.92641 -4.06528 0.471
H -0.19035 -15.03643 -0.20469 0.216
H -1.83631 -15.16620 -0.65686 0.255
H -0.84101 -13.83096 -1.38580 -0.864
C -1.25022 -16.89230 5.68043 -1.244
C -0.62789 -15.51228 5.42703 -0.566
N -0.47453 -14.98780 3.96950 1.004
C 0.60666 -15.84642 3.25702 -0.624
C -1.75717 -15.15972 3.12621 -1.536
C -1.73511 -14.54564 1.78162 0.005
C -0.05738 -13.43751 4.01231 0.224
C 1.34491 -13.08881 4.45062 -0.184
O 1.66081 -13.38870 5.81692 -0.389
C 2.72432 -12.70847 6.39860 -0.664
H -1.28577 -17.15030 6.73887 0.419
H -0.75865 -17.72353 5.17494 0.345
H -2.21718 -16.91749 5.17799 0.286
H 0.27592 -15.29245 5.99527 0.575
H -1.40254 -14.88977 5.87480 0.288
H 0.86313 -15.33640 2.32847 -0.293
H 0.22645 -16.86652 3.20269 0.538
H 1.50330 -15.83898 3.87677 0.393
H -2.45325 -14.73763 3.85105 0.466
H -2.01297 -16.21007 2.98678 0.561
H -2.35724 -14.99533 1.00777 0.670
H -0.76863 -14.50335 1.27943 -0.428
H -2.14363 -13.53798 1.85816 -0.799
H -0.72737 -12.90198 4.68493 0.480
H -0.11892 -13.00960 3.01170 -0.912
H 1.52690 -12.01421 4.43653 0.859
H 2.11205 -13.58739 3.85817 0.005
H 2.94197 -13.05177 7.40997 0.449
H 2.38213 -11.67374 6.37979 0.331
H 3.67873 -12.73584 5.87279 0.392
C -7.34894 -8.55281 -0.59826 -1.658
C -6.18605 -9.32198 -1.16858 0.318
C -5.92955 -10.58623 -0.36247 -0.928
N -4.71055 -11.35948 -0.90719 1.140
C -4.59765 -12.64772 -0.07436 0.069
C -4.66164 -11.67565 -2.42293 -0.723
C -3.19081 -11.31489 -2.81948 -0.633
C -2.96112 -10.10755 -2.00885 0.617
C -3.44882 -10.52757 -0.62709 -2.535
H -7.76027 -7.79155 -1.26112 0.459
H -7.23654 -7.93535 0.29292 0.408
H -8.21372 -9.17168 -0.35896 0.447
H -5.21816 -8.83097 -1.06749 0.034
H -6.33502 -9.42619 -2.24331 0.379
H -6.75237 -11.29243 -0.47359 1.348
H -5.73155 -10.42686 0.69748 -0.571
H -5.48760 -13.27480 -0.12772 1.261
H -4.50817 -12.44362 0.99262 -1.695
H -3.69178 -13.13226 -0.43867 -0.421
H -5.16274 -12.63348 -2.56281 0.483
H -5.28363 -11.00116 -3.01139 0.402
H -2.58238 -12.20390 -2.65339 -0.433
H -3.10124 -11.04621 -3.87205 0.940
H -1.88844 -9.92375 -1.94815 -1.110
H -3.44421 -9.24225 -2.46271 1.104
H -2.69634 -11.14962 -0.14241 -1.199
H -3.73640 -9.73708 0.06610 1.499
C -8.09897 -10.63811 1.38386 -1.288
C -7.41082 -11.70865 2.26342 -0.211
C -6.43276 -11.06251 3.24724 -0.625
N -5.49632 -12.11791 3.92960 0.538
C -6.26812 -13.03447 4.84152 -1.039
C -4.37796 -11.41338 4.74441 -0.982
C -3.01155 -11.57634 3.91266 0.950
C -3.41850 -12.23477 2.68831 0.209
C -4.75960 -13.03232 2.93687 -0.708
H -8.59948 -11.18632 0.58570 0.505
H -7.40865 -9.91847 0.94380 -0.263
H -8.82668 -9.98967 1.87177 0.497
H -7.10507 -12.52871 1.61371 0.457
H -8.20215 -12.17583 2.84963 0.565
H -6.94577 -10.47957 4.01216 0.602
H -5.63670 -10.47849 2.78538 -0.019
H -6.84543 -13.63693 4.14019 0.530
H -6.87013 -12.52033 5.59075 0.291
H -5.53986 -13.75589 5.21205 0.463
H -4.34070 -11.76852 5.77425 0.372
H -4.67642 -10.37281 4.87189 0.302
H -2.41413 -12.25502 4.52141 -0.861
H -2.57506 -10.60080 3.69843 -0.361
H -2.59193 -12.73638 2.18504 0.632
H -3.63030 -11.45225 1.95968 -0.006
H -4.57945 -14.02000 3.36131 0.769
H -5.41784 -13.01708 2.06820 0.576
C 0.05497 -13.53296 -1.81349 -1.322
C 1.08285 -12.40802 -2.05713 0.178
C 0.65186 -11.33265 -3.00810 -0.737
N 1.70065 -10.22509 -3.28965 0.405
C 1.83179 -9.14941 -2.15909 -1.427
C 1.40551 -9.58212 -4.66896 -0.614
C 2.72313 -8.96259 -5.21040 -0.595
C 3.76145 -9.89248 -4.67334 -0.847
C 3.08650 -10.85055 -3.63396 -0.678
H 0.39049 -14.12266 -0.96039 -0.527
H -0.16107 -14.26005 -2.59629 0.849
H -0.86187 -13.07006 -1.44849 0.568
H 2.00170 -12.83509 -2.45889 1.522
H 1.37509 -11.97026 -1.10264 -0.856
H -0.31864 -10.89940 -2.76617 0.703
H 0.44818 -11.75178 -3.99346 0.722
H 2.57208 -8.42028 -2.48841 0.700
H 2.23094 -9.75584 -1.34606 0.230
H 0.90780 -8.58023 -2.05716 0.721
H 0.57581 -8.91429 -4.43721 0.445
H 1.08564 -10.35765 -5.36490 0.520
H 2.97401 -7.98487 -4.79904 0.314
H 2.72339 -8.98041 -6.30025 0.360
H 4.59201 -9.31102 -4.27313 0.322
H 4.24184 -10.52992 -5.41562 0.442
H 3.73320 -11.08386 -2.78813 0.230
H 2.95107 -11.82524 -4.10273 0.708
B -1.62455 -12.88743 -0.05090 -0.462
F -2.13600 -14.16809 0.10329 0.244
F -2.09908 -12.04780 0.88384 0.271
F -0.23297 -13.03998 0.06078 -0.351
F -1.94947 -12.44973 -1.30872 -0.014



No. 2
218
Properties=species:S:1:pos:R:3:mulliken_charge:R:1 method="wB97M-V/def2-TZVPD" total_charge=+4 homo_energy_ha=-0.3285
C 4.59657 6.50105 3.08954 -1.256
C 4.47049 6.02044 1.65502 -0.623
C 5.56886 5.05611 1.26924 0.132
C 5.38310 3.63400 1.77454 -1.178
P 6.75833 2.46484 1.83899 0.654
C 7.44031 2.15218 0.17490 -1.135
C 8.28069 0.87212 -0.10007 -0.439
C 8.92126 0.97223 -1.48821 -0.397
C 9.44412 -0.39512 -1.93285 -1.259
C 8.03864 3.00026 3.01497 -0.643
C 9.01299 4.09644 2.56045 -0.693
C 10.22134 4.32241 3.54837 -0.528
C 10.86084 5.66231 3.20045 -1.288
C 6.02409 0.86895 2.55501 -0.331
C 7.20208 -0.11206 2.98508 -0.573
C 7.21776 -0.17522 4.51473 -0.575
C 8.46044 -0.99916 4.97344 -1.353
H 4.45874 5.72541 3.85873 0.295
H 3.82706 7.18155 3.27132 0.439
H 5.53156 7.04488 3.25839 0.324
H 4.58397 6.89604 1.02675 0.360
H 3.41660 5.69633 1.47622 0.326
H 6.44319 5.46571 1.79880 -0.275
H 5.69266 4.96563 0.16714 0.335
H 4.62771 2.99934 1.18443 0.406
H 4.96732 3.68990 2.72270 0.640
H 8.00379 3.09614 -0.00745 0.543
H 6.51777 2.09513 -0.42919 0.658
H 7.59704 -0.00696 -0.14974 0.286
H 9.04357 0.64820 0.71288 0.317
H 9.82926 1.56101 -1.46132 0.290
H 8.20622 1.41944 -2.17308 0.459
H 8.76399 -1.31358 -1.86916 0.110
H 10.23014 -0.72690 -1.22829 0.341
H 9.84174 -0.41023 -2.92306 0.431
H 8.61624 2.10310 3.22856 0.268
H 7.55906 3.24820 3.92928 0.711
H 8.44301 5.02155 2.40976 0.149
H 9.45858 3.85053 1.57434 0.328
H 10.96333 3.52007 3.43304 0.358
H 9.91170 4.30025 4.56434 0.464
H 10.17280 6.49010 3.04623 0.334
H 11.31744 5.54456 2.19500 0.308
H 11.62494 5.97041 3.93361 0.384
H 5.38324 0.46933 1.74053 -0.314
H 5.35140 1.04462 3.36241 0.780
H 8.14840 0.23679 2.68552 0.130
H 7.04503 -1.12728 2.59491 0.557
H 6.44363 -0.75344 4.98610 0.394
H 7.08227 0.80856 4.95759 0.326
H 8.38226 -1.24015 5.96319 0.500
H 9.48079 -0.47536 4.83789 0.257
H 8.58226 -2.01109 4.45812 0.277
C -12.30622 4.36020 5.73791 -1.252
C -10.85479 3.87754 5.68330 0.113
C -10.28281 3.42506 4.30189 -0.708
C -9.97593 4.61069 3.30931 -0.875
P -8.62199 5.84402 3.76560 1.137
C -8.67843 7.03243 2.40963 -0.928
C -8.56144 6.50615 0.97970 -0.584
C -8.56361 7.56692 -0.09335 -0.805
C -7.30106 8.41866 -0.23408 -1.232
C -8.81011 6.70722 5.31234 -1.422
C -10.29759 7.34025 5.35638 -0.623
C -10.84939 7.83992 6.72922 -0.236
C -11.54070 9.14160 6.54177 -1.475
C -7.07571 5.05538 3.65217 -1.395
C -6.41108 4.07428 4.61231 -0.514
C -5.11717 3.47241 4.04996 -0.426
C -4.34188 2.52502 4.94093 -1.217
H -12.47938 5.37021 5.24393 0.271
H -12.49924 4.46482 6.81128 0.361
H -12.98875 3.59528 5.36923 0.400
H -10.83807 3.02260 6.40190 0.397
H -10.22645 4.70585 6.01769 -0.170
H -11.05933 2.72884 3.86357 0.387
H -9.32836 2.85983 4.40431 0.286
H -10.96878 5.12691 3.22864 0.521
H -9.60690 4.18549 2.31079 0.505
H -7.93557 7.84616 2.51096 0.533
H -9.65494 7.47753 2.51105 0.496
H -9.41206 5.83963 0.78615 0.315
H -7.66109 5.88267 0.86698 0.245
H -9.38264 8.21463 0.04758 0.398
H -8.94443 7.15994 -1.06037 0.396
H -7.41338 9.07365 -1.12901 0.356
H -6.36319 7.89793 -0.39767 0.317
H -7.11952 9.07169 0.60678 0.345
H -8.16731 7.54669 5.34562 0.698
H -8.54123 6.07194 6.10943 0.740
H -10.95618 6.66408 4.89758 0.204
H -10.37930 8.27632 4.74058 0.406
H -9.97046 7.99211 7.42340 0.316
H -11.50749 7.06263 7.12200 0.211
H -11.66633 9.58388 7.53815 0.420
H -12.47042 9.00067 6.05275 0.367
H -10.96127 9.88311 6.03569 0.406
H -6.34256 5.84908 3.47481 0.558
H -7.16401 4.48555 2.72605 0.465
H -7.06954 3.25320 4.83534 0.203
H -6.21172 4.53892 5.53729 0.474
H -4.45618 4.35329 3.76351 0.285
H -5.31214 2.94917 3.11646 0.390
H -3.88500 3.04753 5.81483 0.313
H -3.58025 1.96662 4.39435 0.319
H -5.11739 1.81276 5.31088 0.312
C -0.83843 -0.83322 1.91562 -1.431
C 0.65071 -0.62973 2.01358 0.311
C 1.31805 -1.99659 2.34551 -0.674
O 1.40402 -2.12258 3.73693 -0.346
C 2.40323 -2.97472 4.09097 -0.751
N 1.12961 -0.08758 0.71618 0.390
H 2.20635 -0.16027 0.48255 0.022
H 0.62664 -0.51905 -0.07197 -0.168
H 0.80758 0.85606 0.54251 0.427
H -1.39677 0.12609 1.60195 0.291
H -1.27534 -1.08193 2.90758 0.391
H -1.02645 -1.68574 1.28313 0.367
H 0.93112 0.09723 2.76307 0.223
H 2.28763 -2.09621 1.92276 0.607
H 0.65489 -2.82750 1.98351 0.278
H 2.13281 -3.95113 3.68640 0.332
H 2.60065 -2.97279 5.14013 0.319
H 3.38391 -2.73922 3.68286 0.257
C -7.27983 -17.98624 4.93166 -0.987
C -5.95397 -18.17304 3.67745 -0.258
C -5.76509 -19.18752 4.62963 -1.074
O -2.13247 -19.49950 5.27155 -0.220
C -1.00908 -19.65129 5.44202 0.067
N -6.73748 -18.22503 2.50128 -0.250
H -6.95988 -17.21105 2.29610 0.403
H -6.46718 -18.58214 1.56555 0.306
H -7.58160 -18.76806 2.72126 0.400
H -7.10056 -18.20078 5.98580 0.343
H -8.32920 -18.18903 4.78649 0.416
H -6.99818 -16.86115 4.79871 0.351
H -5.25588 -17.36512 3.61327 0.441
H -6.26629 -20.12722 4.64481 0.380
H -5.26587 -18.92634 5.58438 0.422
H -0.09567 -19.46442 6.15540 0.258
H 20.20182 7.07012 8.12781 -0.023
H 20.86144 -16.56227 9.38001 0.023
C 1.48701 -3.70374 -9.52271 -1.376
C 2.57533 -3.33383 -8.54819 0.801
C 3.96882 -3.78612 -8.73935 -0.954
O 4.72160 -3.09675 -7.77167 -0.164
C 6.10034 -3.36566 -7.72324 -0.803
N 2.52141 -1.86801 -8.17688 0.405
H 2.75758 -1.21892 -8.94338 0.373
H 1.59623 -1.55129 -7.85636 -0.166
H 3.10647 -1.63333 -7.35067 0.056
H 1.51720 -4.82354 -9.80479 0.348
H 1.65730 -3.11571 -10.45460 0.361
H 0.53443 -3.35832 -9.07991 0.339
H 2.27466 -3.72885 -7.55232 -0.112
H 4.31292 -3.55314 -9.71512 0.539
H 4.13942 -4.85658 -8.66664 0.467
H 6.20073 -4.46478 -7.35916 0.288
H 6.52225 -2.77595 -6.94752 0.184
H 6.50380 -3.19497 -8.71685 0.351
C -2.84316 -4.21959 -3.89630 -1.610
C -2.35129 -3.05253 -4.73922 1.525
C -3.05858 -3.08101 -6.10327 -0.875
O -4.32327 -2.47116 -5.94244 -0.387
C -5.01384 -2.08050 -7.15941 -0.678
N -2.62835 -1.70645 -4.11901 0.000
H -3.65793 -1.55105 -4.16759 0.447
H -2.29943 -1.68478 -3.18059 0.073
H -2.16127 -0.96733 -4.67806 0.228
H -2.60460 -4.15631 -2.84938 0.366
H -2.41559 -5.06498 -4.31390 0.473
H -3.90914 -4.38107 -4.03283 0.428
H -1.23523 -3.06434 -4.80847 -0.733
H -3.17336 -4.09197 -6.45541 0.490
H -2.47817 -2.51356 -6.84325 0.393
H -5.96219 -1.57449 -6.87137 0.249
H -5.33432 -3.07138 -7.62884 0.270
H -4.36138 -1.38420 -7.72539 0.293
C 2.78025 3.95437 -4.95451 -1.395
C 1.52728 3.30678 -5.59703 0.154
C 1.43914 3.62655 -7.04852 -0.708
O 0.17111 3.20441 -7.48565 -0.307
C -0.09758 3.49305 -8.87975 -0.807
N 1.37246 1.83986 -5.38066 0.312
H 1.36195 1.73870 -4.36549 0.295
H 0.47567 1.45763 -5.79509 0.214
H 2.18991 1.28359 -5.71751 -0.027
H 2.73097 3.69934 -3.92776 0.444
H 2.77749 5.04979 -5.15607 0.403
H 3.70880 3.48753 -5.37534 0.311
H 0.65880 3.73312 -5.10596 0.271
H 2.21550 3.07706 -7.61603 0.363
H 1.61549 4.68343 -7.21575 0.447
H 0.72876 3.25484 -9.48535 0.357
H -0.34771 4.55244 -8.90668 0.319
H -0.97811 2.88737 -9.07007 0.236
C 1.24469 -3.87275 -4.06041 -1.451
C 2.43391 -3.41996 -3.24025 0.694
C 3.74963 -3.83089 -3.85325 -0.625
O 4.85389 -3.18838 -3.19329 -0.220
C 6.17380 -3.59466 -3.50396 -0.267
N 2.39989 -1.96591 -2.96360 0.766
H 1.39130 -1.71733 -2.78159 0.006
H 2.91854 -1.66362 -2.18809 0.323
H 2.73519 -1.29638 -3.65524 -0.307
H 0.99159 -3.29856 -4.92023 0.177
H 0.36329 -3.63565 -3.42370 0.369
H 1.24416 -4.92617 -4.33455 0.461
H 2.37106 -3.92115 -2.24196 0.068
H 3.77918 -3.67327 -4.95891 0.078
H 3.76506 -4.93741 -3.64430 0.449
H 6.44453 -3.37467 -4.54237 0.027
H 6.38808 -4.67370 -3.43858 0.334
H 6.86882 -3.01294 -2.86893 -0.021
Cl 3.54898 -0.50852 -5.39546 -0.919
Cl -0.11535 -0.68676 -6.69056 -0.788
Cl -0.51213 -1.74787 -1.63155 -0.819
Cl 3.86033 0.04338 -0.25591 -0.957



Number 1: orbital gap 0.297 hartree. Number 2: orbital gap 0.022 hartree.